Record 1
Entry from OMol25: a cluster of 10 separate species, C42H92N3O26P5 in total in a non-equilibrium geometry (ωB97M-V with the def2-TZVPD basis set).

The value obtained for the energy is -149203.42904 eV. Its SMILES is CCOP(=O)(OCC)OCC.CCOP(=O)(OCC)OCC.CCOP(=O)(OCC)OCC.CCOP(=O)(OCC)OCC.CCOP(=O)(OCC)OCC.O=C1OCCO1.O=C1OCCO1.CC#N.CC#N.CC#N.

Positions of all 168 atoms, in Å:
C 6.83276 -10.60684 0.18102
C 5.83380 -9.44749 0.48669
O 6.22517 -8.40488 -0.40378
P 5.19210 -7.46338 -1.20826
O 5.77681 -6.40287 -2.02464
O 4.35218 -8.58519 -2.07614
C 5.03724 -9.53364 -2.95955
C 4.38775 -10.85589 -2.73604
O 4.14362 -6.97929 -0.10021
C 2.94910 -6.34980 -0.45409
C 2.83413 -5.22710 0.55901
H 6.86808 -11.25084 1.05972
H 6.54405 -11.18403 -0.69740
H 7.82598 -10.21763 -0.04294
H 4.78537 -9.69061 0.31417
H 5.89315 -9.08022 1.51123
H 4.90246 -9.23666 -3.99963
H 6.11745 -9.55694 -2.81558
H 4.56628 -11.67446 -3.43331
H 4.54358 -11.24718 -1.73070
H 3.29889 -10.80671 -2.74483
H 2.78379 -6.11870 -1.50640
H 2.20743 -7.11863 -0.23743
H 2.74898 -5.58333 1.58563
H 3.61651 -4.47203 0.48253
H 1.93190 -4.67359 0.29880
C 1.32792 5.36227 -8.58086
C 0.99160 5.53184 -7.07829
O 1.68836 6.61449 -6.59155
P 2.62552 6.56920 -5.22877
O 1.77822 6.17422 -4.05731
O 3.88038 5.54692 -5.59502
C 5.00925 5.41426 -4.69784
C 6.18380 6.40923 -4.70127
O 3.31102 8.08225 -5.30206
C 2.54290 9.25535 -5.24807
C 2.62083 9.83237 -6.64051
H 2.19531 4.70784 -8.66720
H 0.48953 5.01578 -9.18513
H 1.53261 6.31352 -9.07211
H -0.05298 5.80869 -6.93583
H 1.09402 4.61745 -6.49392
H 4.66003 5.28953 -3.67287
H 5.51686 4.49358 -4.98555
H 6.61819 6.66388 -5.66800
H 5.78186 7.34727 -4.31834
H 6.91991 6.05026 -3.98199
H 1.55465 8.97269 -4.88539
H 3.07742 9.94225 -4.59190
H 2.13447 10.80552 -6.70790
H 3.60467 9.89346 -7.10572
H 1.99086 9.24877 -7.31183
C -2.07928 0.15859 5.61788
C -1.67334 -1.25360 5.33864
O -1.18544 -1.83238 6.56013
P -2.09500 -2.95928 7.33858
O -3.49305 -2.53659 7.43254
O -1.85110 -4.31262 6.50959
C -2.85409 -4.86894 5.65622
C -2.40713 -4.91531 4.25408
O -1.28520 -3.20092 8.71910
C -0.47886 -2.19029 9.23747
C 0.13249 -2.67979 10.50820
H -1.20207 0.71915 5.94094
H -2.45727 0.70313 4.75261
H -2.84873 0.19229 6.38919
H -2.36391 -1.86539 4.75817
H -0.76159 -1.23346 4.74164
H -3.01796 -5.91516 5.91440
H -3.83479 -4.39325 5.64911
H -1.72977 -5.73489 4.01411
H -3.22010 -5.05445 3.54147
H -1.90987 -3.96780 4.04662
H 0.28866 -1.85766 8.53864
H -1.15687 -1.36010 9.43547
H 0.60179 -1.82949 11.00301
H -0.61788 -3.11309 11.16948
H 0.85320 -3.47559 10.32010
C -5.97070 -6.82629 -3.13765
C -6.90139 -7.44839 -2.11073
O -8.22053 -6.99603 -2.21001
P -8.72142 -5.78249 -1.18422
O -8.65530 -6.15228 0.26774
O -10.15914 -5.35067 -1.84057
C -11.10959 -6.33454 -2.09050
C -11.88964 -6.11906 -3.41408
O -7.77167 -4.56676 -1.68714
C -7.29119 -3.61629 -0.80768
C -5.95143 -3.13477 -1.37940
H -5.92188 -5.75455 -2.94502
H -4.92223 -7.11924 -3.08312
H -6.33624 -7.06231 -4.13704
H -6.85051 -8.48668 -2.43854
H -6.43339 -7.44637 -1.12632
H -10.71496 -7.34729 -2.00869
H -11.85313 -6.31359 -1.29375
H -11.21859 -5.88415 -4.24028
H -12.54957 -6.87174 -3.84540
H -12.48169 -5.20393 -3.42447
H -7.87726 -2.70106 -0.72416
H -7.09623 -4.03986 0.17753
H -6.18429 -2.66424 -2.33464
H -5.47447 -2.35671 -0.78337
H -5.20608 -3.92532 -1.46638
C -8.63015 6.81351 2.51348
C -7.83227 6.41645 1.28609
O -6.46377 6.25801 1.63536
P -5.30258 6.13817 0.53087
O -5.37632 4.86620 -0.21828
O -5.47209 7.46240 -0.30982
C -4.36434 7.99380 -1.03155
C -4.63693 8.20852 -2.49908
O -3.93697 6.27139 1.43732
C -3.64088 7.43215 2.11049
C -2.12586 7.38970 2.26918
H -8.38230 6.12858 3.32437
H -8.31118 7.79966 2.85092
H -9.70275 6.69099 2.36310
H -8.15245 5.44280 0.91513
H -7.95067 7.16091 0.49879
H -4.14580 8.96007 -0.57692
H -3.42491 7.50655 -0.77049
H -3.69296 8.60152 -2.87667
H -4.80805 7.18658 -2.83739
H -5.50164 8.87161 -2.52550
H -3.82351 8.26655 1.43336
H -4.14455 7.62049 3.05862
H -1.67810 7.32125 1.27775
H -1.67767 8.31393 2.63394
H -1.80379 6.48982 2.79319
O 9.47944 -1.16838 -2.37471
C 8.87406 -0.83711 -1.33849
O 8.16948 0.21373 -1.21718
C 7.65423 0.35933 0.11532
C 8.13456 -0.86445 0.80423
O 8.97293 -1.41418 -0.12118
H 8.10087 1.19205 0.65864
H 6.56519 0.31645 0.10025
H 7.30537 -1.56217 0.92143
H 8.44692 -0.62870 1.82156
O 4.81311 -0.53057 5.81089
C 4.78682 0.54322 6.38400
O 3.73705 1.36210 6.39792
C 4.21180 2.67096 6.59425
C 5.60607 2.49076 7.17105
O 5.91467 1.24171 6.62948
H 4.16975 3.27412 5.68731
H 3.47284 3.17316 7.21862
H 5.67414 2.44537 8.25797
H 6.22703 3.28402 6.75482
C 4.65002 7.59516 0.15188
C 5.77254 6.96582 0.83658
N 6.69193 6.57964 1.36121
H 5.09186 8.05464 -0.73229
H 4.32105 8.34957 0.86656
H 3.85332 6.88028 -0.05379
C 4.82766 -0.70200 -5.87707
C 4.01721 -0.83797 -4.60081
N 3.42363 -0.88408 -3.61931
H 5.61491 -1.43853 -5.71626
H 5.10392 0.31023 -6.17231
H 4.28777 -1.06269 -6.75258
C -0.03323 2.03644 -0.14384
C 1.12323 2.50618 0.59478
N 2.06550 2.87988 1.14155
H -0.92378 2.00817 0.48404
H 0.12562 1.00023 -0.44241
H -0.21316 2.67251 -1.01053


Record 2
Entry from OMol25: a structure of composition C15H43K2O10 in a non-equilibrium geometry (ωB97M-V with the def2-TZVPD basis set).

The value obtained for the energy is -69368.18392 eV. As for the energy relative to the best compared isomer or geometry (same formula, charge and spin): 130.0 kcal/mol. Its charge is +1.

Positions of all 70 atoms, in Å:
K 1.13050 4.12263 -2.74094
K -1.75417 4.69036 -0.80907
O 0.26508 0.17275 -1.57199
C 0.04627 1.15486 -0.64390
O -0.12901 2.32843 -1.07322
O 0.05167 0.78224 0.54381
H 0.61180 -0.54719 -1.01866
C 1.46787 0.97438 -6.14006
C 0.74286 1.06752 -4.82146
O 1.67817 0.95836 -3.75349
H 1.89559 -0.02782 -6.20805
H 2.33606 1.63397 -6.19083
H 0.79528 1.14741 -6.97796
H 0.03526 0.23964 -4.71478
H 0.12699 1.98387 -4.76901
H 1.28258 0.46074 -3.02611
C 2.64324 0.34866 3.16910
C 1.74022 -0.87977 3.24473
O 0.37718 -0.55132 3.05832
H 2.24157 1.02158 2.39763
H 3.65368 0.18674 2.79538
H 2.59424 0.92862 4.09135
H 1.83656 -1.40030 4.19240
H 2.05457 -1.54087 2.42548
H 0.24860 -0.06532 2.23443
C -0.51432 -3.56505 1.96777
C -0.34330 -2.07543 2.09958
O -0.53492 -1.43232 0.82507
H 0.30475 -3.98306 1.38048
H -1.44177 -3.79620 1.44379
H -0.51130 -4.02156 2.95525
H 0.63622 -1.78754 2.49733
H -1.03098 -1.61835 2.81812
H -0.73199 -0.49908 0.98137
C -2.85130 -2.48425 -3.35141
C -1.84164 -1.92411 -2.38383
O -2.45207 -1.74470 -1.11312
H -3.18897 -3.47612 -3.04651
H -2.40606 -2.63865 -4.33758
H -3.72983 -1.84690 -3.44390
H -1.43509 -0.95507 -2.71448
H -0.93282 -2.53464 -2.32209
H -1.77730 -1.81335 -0.40910
C 3.39831 -2.51057 -0.19882
C 4.80066 -1.92420 -0.30292
O 5.49155 -2.47431 -1.40725
H 2.68270 -1.83589 0.27186
H 3.38721 -3.49647 0.27837
H 3.03179 -2.80238 -1.18766
H 5.38793 -2.07236 0.61202
H 4.71536 -0.83621 -0.33865
H 5.63317 -3.40957 -1.23639
C -1.41264 4.26070 3.98279
C -0.57411 3.27506 3.18234
O -0.88980 3.32644 1.80620
H -1.25994 4.10817 5.05104
H -2.47332 4.04576 3.82359
H -1.16999 5.28928 3.72331
H -0.57000 2.25604 3.57842
H 0.47024 3.56454 3.40798
H -0.40190 2.59348 1.38363
C -3.98092 2.01201 1.29842
C -3.26058 0.99942 0.43987
O -4.28295 0.28670 -0.22267
H -3.45873 2.68797 1.97500
H -4.76268 1.53454 1.89457
H -4.59869 2.68854 0.68798
H -2.65321 0.32786 1.05298
H -2.62322 1.46232 -0.32251
H -3.81618 -0.35070 -0.77338


Summary of lowest unoccupied orbital energy in eV
0.2 -4.7
(order as listed above)